DFT (ωB97M-V with the def2-TZVPD basis set) results for a cluster of 2 separate species, CH2ClN2O2 in total in a non-equilibrium geometry.

Structure (ORCA input):
```
! RIJCOSX wB97M-V def2-TZVPD def2/J DEFGRID3
* xyz -1 1
C -2.09002 -1.71286 -1.06895
N 0.18055 0.93993 -0.06411
N 1.11321 0.68001 0.80143
O 1.42880 -0.39966 1.18329
O 1.71754 1.69045 1.29770
Cl -1.03700 -0.61667 -1.58936
H -1.38345 -2.53126 -0.58068
H 0.07037 1.95005 0.02068
*
```

E_tot in hartree: -759.2788
Kohn-Sham gap in eV: 7.6

List of Löwdin charges in e, atom by atom:
1. C -0.58
2. N -0.10
3. N -0.66
4. O -0.05
5. O -0.17
6. Cl 0.60
7. H -0.06
8. H 0.03